Arrangement P

Here is a cluster of 2 separate species, C5H12O in total from OMol25. Energies are from ωB97M-V/def2-TZVPD.

Geometry as ORCA input:
```
! wB97M-V def2-TZVPD RIJCOSX def2/J DEFGRID3
* xyz 0 1
C 0.428 0.640 1.979
C 0.122 1.321 0.611
C -0.701 0.362 -0.216
C -1.091 0.727 -1.528
C -1.313 -0.202 -2.657
H 1.360 0.015 2.268
H 0.403 1.433 2.847
H -0.388 -0.122 2.095
H -0.283 2.446 0.569
H 1.059 1.654 -0.054
H -1.124 -0.622 0.205
H -1.411 1.861 -1.581
H -2.257 0.109 -3.239
H -0.605 -0.041 -3.537
H -1.326 -1.251 -2.417
H 2.525 -3.272 2.163
H 2.066 -2.611 0.850
O 2.537 -2.447 1.642
*
```

Results
M, g/mol: 88.150
Gap between HOMO and LUMO, eV: 8.877
SMILES: C/C=C/CC.O

Arrangement Q

Here is an isolated molecule of C5H12O from OMol25. Energies are from ωB97M-V/def2-TZVPD.

Geometry as ORCA input:
```
! wB97M-V def2-TZVPD RIJCOSX def2/J DEFGRID3
* xyz 0 1
C -0.566 2.100 -1.160
C 0.466 1.047 -0.745
C -0.002 -0.281 -0.128
C 1.130 -1.335 -0.232
O -0.380 -0.005 1.211
C -0.806 -1.139 1.923
H -1.282 1.724 -1.901
H -1.131 2.506 -0.316
H -0.039 2.941 -1.629
H 1.144 1.496 -0.008
H 1.072 0.799 -1.624
H -0.886 -0.670 -0.668
H 1.170 -1.717 -1.256
H 1.017 -2.222 0.402
H 2.103 -0.897 0.018
H -1.746 -1.552 1.517
H -0.042 -1.925 1.878
H -0.954 -0.841 2.964
*
```

Results
M, g/mol: 88.150
Gap between HOMO and LUMO, eV: 10.880
SMILES: CC[C@@H](C)OC

Arrangement R

Here is an isolated molecule of C5H12O from OMol25. Energies are from ωB97M-V/def2-TZVPD.

Geometry as ORCA input:
```
! wB97M-V def2-TZVPD RIJCOSX def2/J DEFGRID3
* xyz 0 1
C -1.244 0.911 1.362
C 0.175 0.357 1.233
C 0.594 -0.034 -0.185
C 2.004 -0.617 -0.212
O -0.282 -1.027 -0.710
C -1.185 -0.551 -1.673
H -1.391 1.796 0.731
H -1.991 0.164 1.074
H -1.449 1.209 2.397
H 0.275 -0.534 1.865
H 0.895 1.093 1.614
H 0.558 0.856 -0.838
H 2.730 0.050 0.267
H 2.329 -0.807 -1.240
H 2.015 -1.569 0.329
H -1.782 -1.407 -2.005
H -1.856 0.221 -1.269
H -0.667 -0.121 -2.544
*
```

Results
M, g/mol: 88.150
Gap between HOMO and LUMO, eV: 10.763
SMILES: CC[C@@H](C)OC

Arrangement S

Here is an isolated molecule of C5H12O from OMol25. Energies are from ωB97M-V/def2-TZVPD.

Geometry as ORCA input:
```
! wB97M-V def2-TZVPD RIJCOSX def2/J DEFGRID3
* xyz 0 1
C -1.579 0.483 2.492
C -1.264 0.767 1.024
C -0.149 -0.146 0.531
O 0.138 0.109 -0.822
C 1.180 -0.687 -1.347
C 1.144 -0.507 -2.853
H -2.372 1.137 2.867
H -0.695 0.638 3.122
H -1.908 -0.553 2.634
H -0.966 1.814 0.895
H -2.160 0.617 0.409
H 0.751 0.007 1.152
H -0.457 -1.199 0.656
H 1.043 -1.746 -1.068
H 2.157 -0.374 -0.940
H 1.968 -1.024 -3.355
H 1.208 0.561 -3.078
H 0.196 -0.883 -3.249
*
```

Results
M, g/mol: 88.150
Gap between HOMO and LUMO, eV: 10.951
SMILES: CCCOCC

Ranked by calculated energy, most stable first: arrangement S, arrangement R, arrangement Q, arrangement P.

Arrangement P

Here is a cluster of 2 separate species, C5H12O in total from OMol25. Energies are from ωB97M-V/def2-TZVPD.

Geometry as ORCA input:
```
! wB97M-V def2-TZVPD RIJCOSX def2/J DEFGRID3
* xyz 0 1
C -0.595 0.357 0.988
C 0.189 0.413 -0.293
C 0.335 -0.613 -1.131
C 0.832 -0.352 -2.570
C 0.444 1.856 -0.719
H -0.965 -0.658 1.151
H -1.381 1.109 1.030
H -0.020 0.532 1.914
H 0.171 -1.652 -0.894
H 1.921 -0.403 -2.536
H 0.421 -1.158 -3.173
H 0.466 0.605 -2.916
H -0.219 2.255 -1.485
H 1.420 1.927 -1.240
H 0.665 2.454 0.161
H -0.788 -1.714 3.522
H -1.541 -2.932 3.980
O -1.356 -2.025 4.211
*
```

Results
M, g/mol: 88.150
Gap between HOMO and LUMO, eV: 9.797
SMILES: CC=C(C)C.O

Arrangement Q

Here is an isolated molecule of C5H12O from OMol25. Energies are from ωB97M-V/def2-TZVPD.

Geometry as ORCA input:
```
! wB97M-V def2-TZVPD RIJCOSX def2/J DEFGRID3
* xyz 0 1
C 2.987 -0.263 0.030
C 1.580 -0.810 -0.195
C 0.521 0.248 0.058
O -0.745 -0.297 -0.217
C -1.799 0.600 0.045
C -3.066 0.026 -0.558
H 3.746 -1.031 -0.146
H 3.110 0.100 1.057
H 3.197 0.575 -0.646
H 1.388 -1.665 0.464
H 1.469 -1.173 -1.224
H 0.577 0.599 1.104
H 0.702 1.127 -0.586
H -1.577 1.587 -0.396
H -1.913 0.749 1.133
H -3.931 0.655 -0.325
H -3.247 -0.979 -0.165
H -2.965 -0.045 -1.645
*
```

Results
M, g/mol: 88.150
Gap between HOMO and LUMO, eV: 10.955
SMILES: CCCOCC

Arrangement R

Here is an isolated molecule of C5H12O from OMol25. Energies are from ωB97M-V/def2-TZVPD.

Geometry as ORCA input:
```
! wB97M-V def2-TZVPD RIJCOSX def2/J DEFGRID3
* xyz 0 1
C -0.233 -2.061 0.006
C -0.573 -0.772 -0.687
C 0.000 0.397 0.105
C -0.638 1.737 -0.377
C 1.427 0.403 0.336
H -0.344 -1.986 1.132
H 0.769 -2.316 -0.304
H -0.987 -2.832 -0.396
H -1.679 -0.730 -0.829
H 0.010 -0.771 -1.775
H -1.700 1.682 -0.498
H -0.232 2.110 -1.296
H -0.371 2.471 0.476
H 1.923 0.601 -0.647
H 1.753 1.298 0.897
H 1.961 -0.509 0.656
H -0.539 1.146 1.809
O -0.546 0.132 1.391
*
```

Results
M, g/mol: 88.150
Gap between HOMO and LUMO, eV: 10.905
SMILES: CCC(C)(C)O

Ranked by calculated energy, most stable first: arrangement Q, arrangement P, arrangement R.

Arrangement P

Here is a cluster of 2 separate species, C5H12O in total from OMol25. Energies are from ωB97M-V/def2-TZVPD.

Geometry as ORCA input:
```
! wB97M-V def2-TZVPD RIJCOSX def2/J DEFGRID3
* xyz 0 1
C 0.657 -1.588 0.204
C 1.041 -0.615 -0.916
C 0.245 0.630 -0.976
C 0.050 1.464 -2.000
C -0.812 2.669 -1.852
H -0.429 -1.675 0.275
H 0.963 -1.204 1.174
H 1.068 -2.541 -0.117
H 1.012 -1.084 -1.907
H 2.123 -0.413 -0.844
H -0.328 0.874 -0.083
H 0.506 1.370 -2.979
H -0.197 3.549 -1.630
H -1.475 2.605 -0.984
H -1.421 2.980 -2.702
H -0.926 -1.133 3.997
H -0.142 -2.164 4.723
O -1.019 -2.047 4.300
*
```

Results
M, g/mol: 88.150
Gap between HOMO and LUMO, eV: 9.798
SMILES: C/C=C/CC.O

Arrangement Q

Here is an isolated molecule of C5H12O from OMol25. Energies are from ωB97M-V/def2-TZVPD.

Geometry as ORCA input:
```
! wB97M-V def2-TZVPD RIJCOSX def2/J DEFGRID3
* xyz 0 1
C 2.243 -0.070 0.347
C 0.922 0.613 0.025
O -0.236 -0.195 0.341
C -1.701 0.223 -0.502
C -1.563 -0.542 -1.794
C -0.629 -0.189 1.726
H 2.333 -1.005 -0.213
H 2.353 -0.294 1.413
H 3.070 0.593 0.058
H 0.823 1.568 0.552
H 0.853 0.803 -1.049
H -1.385 1.268 -0.705
H -2.440 -0.227 -2.382
H -1.662 -1.624 -1.643
H -0.674 -0.356 -2.428
H 0.258 -0.101 2.358
H -1.148 -1.130 1.916
H -1.319 0.641 1.897
*
```

Results
M, g/mol: 88.150
Gap between HOMO and LUMO, eV: 7.959

Arrangement R

Here is an isolated molecule of C5H12O from OMol25. Energies are from ωB97M-V/def2-TZVPD.

Geometry as ORCA input:
```
! wB97M-V def2-TZVPD RIJCOSX def2/J DEFGRID3
* xyz 0 1
C -1.135 -1.919 -1.527
C -0.200 -1.404 -0.449
O -0.106 -0.004 -0.586
C 0.638 0.641 0.434
C 1.067 1.989 -0.123
C -0.193 0.801 1.707
H -0.766 -1.637 -2.518
H -2.132 -1.486 -1.400
H -1.218 -3.010 -1.479
H -0.584 -1.681 0.544
H 0.800 -1.862 -0.547
H 1.537 0.041 0.658
H 1.674 2.537 0.607
H 0.184 2.592 -0.362
H 1.650 1.856 -1.039
H -0.468 -0.166 2.140
H -1.112 1.348 1.475
H 0.366 1.363 2.463
*
```

Results
M, g/mol: 88.150
Gap between HOMO and LUMO, eV: 10.858
SMILES: CCOC(C)C

Ranked by calculated energy, most stable first: arrangement R, arrangement P, arrangement Q.

Arrangement P

Here is a structure of composition C5H12O from OMol25. Energies are from ωB97M-V/def2-TZVPD.

Geometry as ORCA input:
```
! wB97M-V def2-TZVPD RIJCOSX def2/J DEFGRID3
* xyz 0 1
C 2.728 0.450 0.282
O 1.464 0.689 -0.002
C 0.500 -0.175 0.117
C -0.871 0.263 -0.297
C -1.551 1.094 0.804
C -1.715 -0.960 -0.665
H 2.476 -1.065 -0.985
H 2.941 -0.275 1.063
H 3.372 1.302 0.116
H 1.736 -1.329 -1.076
H 0.641 -0.981 0.839
H -0.758 0.896 -1.186
H -0.947 1.972 1.058
H -2.540 1.439 0.480
H -1.681 0.498 1.715
H -1.252 -1.525 -1.481
H -1.819 -1.633 0.195
H -2.721 -0.661 -0.976
*
```

Results
M, g/mol: 88.150
Gap between HOMO and LUMO (spin up / spin down), eV: 8.184 / 8.109

Arrangement Q

Here is an isolated molecule of C5H12O from OMol25. Energies are from ωB97M-V/def2-TZVPD.

Geometry as ORCA input:
```
! wB97M-V def2-TZVPD RIJCOSX def2/J DEFGRID3
* xyz 0 1
C -0.881 -1.851 0.772
C 0.271 -0.891 0.542
O -0.179 0.407 0.126
C 0.973 1.424 -0.663
C 0.925 0.858 -2.064
C -0.900 1.141 1.121
H -1.492 -1.940 -0.131
H -1.520 -1.533 1.601
H -0.483 -2.841 1.019
H 0.887 -0.768 1.444
H 0.908 -1.239 -0.273
H 1.866 0.989 -0.166
H 1.713 1.394 -2.612
H -0.021 1.089 -2.569
H 1.127 -0.222 -2.207
H -0.523 0.895 2.121
H -1.965 0.901 1.049
H -0.708 2.187 0.888
*
```

Results
M, g/mol: 88.150
Gap between HOMO and LUMO, eV: 7.958

Arrangement R

Here is an isolated molecule of C5H12O from OMol25. Energies are from ωB97M-V/def2-TZVPD.

Geometry as ORCA input:
```
! wB97M-V def2-TZVPD RIJCOSX def2/J DEFGRID3
* xyz 0 1
C -0.964 0.824 -1.342
C -0.608 -0.448 -0.566
C -1.787 -0.913 0.282
C 0.630 -0.265 0.311
C 1.830 0.117 -0.502
O 3.021 0.255 0.247
H -0.169 1.133 -2.030
H -1.151 1.658 -0.652
H -1.872 0.671 -1.935
H -0.375 -1.236 -1.298
H -2.051 -0.148 1.023
H -1.548 -1.835 0.822
H -2.669 -1.101 -0.339
H 0.473 0.512 1.075
H 0.860 -1.189 0.855
H 1.664 1.232 -0.899
H 1.983 -0.454 -1.420
H 2.802 1.154 -0.174
*
```

Results
M, g/mol: 88.150
Gap between HOMO and LUMO, eV: 11.111
SMILES: CC(C)CCO

Ranked by calculated energy, most stable first: arrangement R, arrangement P, arrangement Q.